Entry 1:
A molecular structure, C21H11AsF5N2O3ReS5 at a distorted geometry. Source: the OMol25 dataset; level of theory: ωB97M-V/def2-TZVPD.

Summary:
**HOMO**: -0.5403 Eh
**Total charge**: +2
**Multiplicity**: 1
**Orbital gap**: 5.925 eV
**ΔE to the lowest compared entry with this formula, charge and spin**: 60.9 kJ/mol
**Strongest force on any atom**: 2.6 eV Å⁻¹

Last column: natural (NBO) charge in e.
Geometry (Å):
Re1 1.0166 0.6769 -0.9338  1.2082
O1 2.0262 0.6795 3.1763  -0.8568
S1 1.1785 1.4384 2.3277  2.2960
O2 1.7345 2.6316 1.7414  -0.9411
N1 0.7717 0.3535 0.9566  -0.7611
C1 0.5182 -0.9697 1.4139  0.0550
C2 0.0829 -1.3797 2.6588  -0.1277
C3 -0.0405 -2.7466 2.9553  -0.1872
C4 0.2465 -3.7090 2.0276  -0.1138
C5 0.6697 -3.3324 0.7347  -0.1023
C6 0.9850 -4.2396 -0.2976  -0.0490
C7 1.4110 -3.7627 -1.5121  -0.2531
C8 1.5077 -2.3848 -1.7132  0.1111
N2 1.1989 -1.5097 -0.7661  -0.5474
C9 0.7972 -1.9612 0.4463  0.2210
C10 -0.3788 1.7950 3.0694  -0.2951
C11 -1.4726 2.0479 2.2525  -0.2169
C12 -2.6929 2.3066 2.8531  -0.1784
C13 -2.7950 2.3101 4.2401  -0.1477
C14 -1.6829 2.0693 5.0368  -0.1846
C15 -0.4546 1.8008 4.4543  -0.2045
H1 -0.1635 -0.6653 3.4267  0.2458
H2 -0.3636 -3.0347 3.9459  0.2529
H3 0.1457 -4.7601 2.2646  0.2472
H4 0.8835 -5.3027 -0.1187  0.2533
H5 1.6692 -4.4355 -2.3169  0.2623
H6 1.8452 -1.9893 -2.6634  0.2261
H7 -1.3657 2.0497 1.1756  0.2176
H8 -3.5603 2.5070 2.2397  0.2410
H9 -3.7530 2.5037 4.7036  0.2459
H10 -1.7683 2.0888 6.1144  0.2493
H11 0.4240 1.6041 5.0558  0.2582
S2 3.8259 4.8562 -1.8147  -0.0478
As1 2.7219 3.3239 -0.7061  0.9273
S3 0.5728 3.0053 -0.9936  -0.1527
S4 3.2994 1.1857 -0.8390  -0.0440
S5 3.7137 4.9074 0.3636  0.0135
F1 -3.0402 -0.5009 -6.3478  -0.2377
C16 -2.0817 -0.2600 -5.4903  0.3372
C17 -0.7861 -0.0365 -5.9500  0.2920
F2 -0.5371 -0.0652 -7.2402  -0.2447
C18 0.2372 0.2163 -5.0514  0.3342
F3 1.4719 0.4308 -5.4649  -0.2592
C19 -0.0407 0.2610 -3.6856  0.1627
O3 0.8611 0.5489 -2.7487  -0.5271
C20 -1.3517 0.0305 -3.2501  0.2816
F4 -1.5063 0.0972 -1.9049  -0.2986
C21 -2.3757 -0.2312 -4.1239  0.2899
F5 -3.6051 -0.4490 -3.7018  -0.2507

***

Entry 2:
A molecular structure, C21H13BF4N7O7W. Source: the OMol25 dataset; level of theory: ωB97M-V/def2-TZVPD.

Summary:
**HOMO**: -0.6467 Eh
**Total charge**: +3
**Multiplicity**: 1
**Orbital gap**: 6.009 eV
**ΔE to the lowest compared entry with this formula, charge and spin**: 30.4 kJ/mol
**Strongest force on any atom**: 0.8 eV Å⁻¹

Last column: natural (NBO) charge in e.
Geometry (Å):
W1 -0.6339 0.0615 1.0737  2.3921
N1 -0.5093 -0.5169 -3.2344  -0.4565
C1 -0.4220 -0.7420 -1.9558  0.3680
N2 -1.0180 0.0382 -1.0401  -0.6710
C2 -1.7985 1.1350 -1.4790  0.4439
N3 -2.5129 1.7843 -0.6143  -0.2770
N4 -2.4420 1.1229 0.5758  -0.3086
C3 -3.3460 1.2084 1.4794  0.1923
C4 -3.3482 0.0929 2.4191  0.1128
C5 -4.2506 -0.0745 3.4360  -0.1509
C6 -4.2609 -1.3054 4.1002  -0.0624
C7 -3.3747 -2.2935 3.7114  -0.1966
C8 -2.4427 -2.0253 2.7145  0.1202
N5 -2.4277 -0.8519 2.0706  -0.5351
C9 -1.8127 1.4640 -2.8822  -0.1779
C10 -2.4855 2.5832 -3.3862  -0.1100
C11 -2.5029 2.8069 -4.7464  -0.1637
C12 -1.8668 1.9228 -5.6211  -0.1013
C13 -1.1998 0.8069 -5.1455  -0.2330
C14 -1.1796 0.5956 -3.7766  0.2235
H1 -0.0468 -1.1642 -3.8654  0.4626
H2 0.1767 -1.5803 -1.6237  0.2744
H3 -4.1023 1.9887 1.4865  0.2753
H4 -4.9477 0.7134 3.6884  0.2757
H5 -4.9687 -1.4828 4.8998  0.2775
H6 -3.3775 -3.2686 4.1783  0.2797
H7 -1.7041 -2.7593 2.4292  0.2506
H8 -2.9852 3.2570 -2.7046  0.2581
H9 -3.0192 3.6701 -5.1431  0.2637
H10 -1.8959 2.1081 -6.6865  0.2639
H11 -0.7104 0.1198 -5.8241  0.2530
O1 1.7434 2.7588 2.7628  -0.2201
C15 1.9942 1.9899 1.9908  0.9355
O2 -0.0851 1.6430 1.1706  -0.5584
C16 2.7299 1.1030 1.1888  -0.3674
C17 4.0822 1.5313 1.1787  -0.0373
C18 5.0137 0.7517 0.5554  0.0157
C19 4.6732 -0.4474 -0.0376  -0.0620
C20 3.3473 -0.8492 -0.0477  0.0480
C21 2.3245 -0.1058 0.5448  0.4032
O3 1.0841 -0.6036 0.5537  -0.6501
N6 3.0808 -2.1518 -0.7085  0.5335
O4 1.9980 -2.2926 -1.2542  -0.4187
O5 3.9630 -2.9564 -0.6730  -0.2488
N7 6.4361 1.2028 0.5467  0.5325
O6 7.2108 0.4748 -0.0145  -0.2913
O7 6.6516 2.2545 1.0949  -0.3108
H12 4.4014 2.4481 1.6640  0.3040
H13 5.4380 -1.0706 -0.4888  0.3191
F1 0.2674 -3.1415 1.6314  -0.5327
B1 1.3619 -3.6971 2.1764  1.4888
F2 -0.0569 -0.4084 2.7779  -0.4844
F3 2.5050 -3.0838 1.9540  -0.4939
F4 1.2515 -4.7647 2.8989  -0.4476

***

Entry 3:
A molecular structure, C21H13BiN5O4SSe. Source: the OMol25 dataset; level of theory: ωB97M-V/def2-TZVPD.

Summary:
**HOMO**: -0.4278 Eh
**Total charge**: +1
**Multiplicity**: 1
**Orbital gap**: 7.380 eV
**ΔE to the lowest compared entry with this formula, charge and spin**: 5.7 kJ/mol
**Strongest force on any atom**: 0.6 eV Å⁻¹

Last column: natural (NBO) charge in e.
Geometry (Å):
Bi1 0.9308 0.4257 1.5594  1.5040
Se1 1.8052 -5.9826 -3.0537  1.0554
N1 2.7281 -5.3790 -1.6886  -0.5989
C1 2.1841 -4.2503 -1.3068  0.0877
C2 2.6555 -3.4446 -0.2039  -0.0808
C3 3.7748 -3.7697 0.5638  -0.0838
C4 4.1490 -2.9450 1.6023  -0.2222
C5 3.3941 -1.8077 1.8533  0.0774
N2 2.3350 -1.4869 1.1224  -0.5304
C6 1.9463 -2.2775 0.1149  0.2620
C7 0.7926 -1.8457 -0.6541  0.1792
N3 0.1819 -0.6861 -0.3098  -0.5142
C8 -0.8555 -0.2606 -1.0331  0.0953
C9 -1.3406 -0.9593 -2.1261  -0.2316
C10 -0.7416 -2.1431 -2.4896  -0.0703
C11 0.3464 -2.6011 -1.7479  -0.0902
C12 1.0403 -3.8300 -2.0682  0.1764
N4 0.6883 -4.6283 -3.0454  -0.6236
H1 4.3291 -4.6668 0.3218  0.2569
H2 5.0037 -3.1672 2.2243  0.2509
H3 3.6531 -1.1287 2.6577  0.2152
H4 -1.3171 0.6558 -0.7178  0.2485
H5 -2.1808 -0.5633 -2.6779  0.2512
H6 -1.0790 -2.7228 -3.3383  0.2582
C13 -1.2837 -0.6311 3.6992  -0.7584
C14 -0.3686 -1.2165 2.6846  0.3812
O1 -0.2736 -2.3510 2.3379  -0.5256
H7 -1.9406 -1.3787 4.1439  0.2507
H8 -1.8740 0.1492 3.2146  0.2737
H9 -0.6913 -0.1345 4.4721  0.2498
O2 0.1588 5.8323 1.4896  -0.8973
S1 0.2743 4.8030 0.5101  2.2964
O3 1.3700 4.8199 -0.4091  -0.9125
N5 0.2363 3.2929 1.2314  -0.8052
C15 -0.8689 2.6851 0.9582  0.5851
O4 -1.0866 1.4462 1.3176  -0.8131
C16 -1.8329 3.3978 0.0856  -0.0976
C17 -3.0498 2.9506 -0.4049  -0.1955
C18 -3.6874 3.7255 -1.3661  -0.1991
C19 -3.1153 4.9089 -1.8213  -0.1716
C20 -1.9078 5.3687 -1.3045  -0.1778
C21 -1.2890 4.5950 -0.3489  -0.2899
H10 -3.4805 2.0275 -0.0371  0.2271
H11 -4.6393 3.4062 -1.7692  0.2284
H12 -3.6174 5.4792 -2.5910  0.2326
H13 -1.4562 6.2885 -1.6514  0.2462